(1)
Entry from the Open Molecules 2025 dataset: C8H10 as an isolated structure at a distorted geometry (ωB97M-V with the def2-TZVPD basis set).

The value obtained for the relative energy (zero: lowest compared OMol25 entry of this formula, charge and spin) is 60.9 kcal per mole. Its total charge is 0. The calculated total energy is -310.73861 Ha. The frontier orbital gap is 10.471 eV.

Atoms and positions in Å:
C  -1.559  -0.884  -0.018
C  -0.043  -1.086  -0.054
C  0.600  -0.119  -1.038
C  1.720  0.003  -0.023
C  0.698  -0.272  0.989
C  -0.249  0.965  0.840
C  -1.428  0.587  0.015
C  -0.228  1.133  -0.701
H  -2.083  -1.284  -0.902
H  -1.961  -1.373  0.910
H  0.278  -2.103  -0.236
H  0.768  -0.376  -2.065
H  2.485  -0.834  -0.068
H  2.403  0.902  0.087
H  0.970  -0.657  2.014
H  -0.070  2.028  1.231
H  -2.274  1.234  0.137
H  -0.025  2.137  -1.118

(2)
Entry from the Open Molecules 2025 dataset: a 3-piece molecular cluster, C8H10 overall at a distorted geometry (ωB97M-V with the def2-TZVPD basis set).

The value obtained for the relative energy (zero: lowest compared OMol25 entry of this formula, charge and spin) is 139.1 kcal per mole. Its total charge is 0. The calculated total energy is -310.61403 Ha. The frontier orbital gap is 10.197 eV.

Atoms and positions in Å:
C  -1.367  -0.259  -1.395
C  -1.549  -1.272  -0.328
C  -1.515  -0.819  1.085
C  -1.301  0.586  1.185
C  -0.970  1.469  0.248
C  -1.173  1.108  -1.081
C  2.244  -0.873  -0.150
C  2.922  0.406  0.112
H  -1.539  -0.708  -2.353
H  -1.608  -2.271  -0.518
H  -1.956  -1.264  2.059
H  -1.008  0.748  2.413
H  -0.512  2.499  0.620
H  -1.053  1.773  -1.957
H  1.654  -1.604  0.631
H  2.362  -1.336  -1.168
H  2.649  0.475  1.244
H  3.719  1.343  -0.647

(3)
Entry from the Open Molecules 2025 dataset: an isolated molecule of C8H10 at a distorted geometry (ωB97M-V with the def2-TZVPD basis set).

The value obtained for the relative energy (zero: lowest compared OMol25 entry of this formula, charge and spin) is 69.4 kcal per mole. Its spin multiplicity is 3. Its total charge is 0. The calculated total energy is -310.55245 Ha. The frontier orbital gap (spin up / spin down) is 5.220 / 8.160 eV.

Atoms and positions in Å:
C  1.723  -0.085  0.696
C  0.827  -0.966  1.017
C  1.621  0.327  -0.736
C  -1.581  -1.180  -0.511
C  0.232  -0.065  -1.154
C  -0.129  -1.102  -0.050
C  -0.984  0.181  -0.376
C  -1.258  1.319  0.685
H  2.601  0.218  1.296
H  0.726  -1.292  2.066
H  1.762  1.513  -0.808
H  2.330  -0.182  -1.382
H  -1.868  -1.587  -1.485
H  -2.260  -1.451  0.295
H  0.110  -0.367  -2.287
H  -1.792  1.028  1.526
H  -1.808  2.104  0.213
H  -0.253  1.587  0.997

(4)
Entry from the Open Molecules 2025 dataset: C8H10BrFeN3O7P2 as an isolated structure (ωB97M-V with the def2-TZVPD basis set).

The value obtained for the relative energy (zero: lowest compared OMol25 entry of this formula, charge and spin) is 9.3 kcal per mole. Its spin multiplicity is 5. Its total charge is 0. The calculated total energy is -5522.60023 Ha. The frontier orbital gap (spin up / spin down) is 9.328 / 8.505 eV.

Atoms and positions in Å:
Fe  -0.217  0.664  0.295
O  3.416  0.858  0.912
P  2.247  1.962  1.043
O  2.713  3.199  1.659
O  1.075  1.160  1.647
O  1.855  2.096  -0.529
P  0.684  2.738  -1.464
O  1.332  2.540  -2.910
O  0.386  4.138  -1.188
O  -0.455  1.689  -1.339
H  4.279  1.281  0.986
H  1.390  1.612  -3.161
Br  3.687  -3.585  1.051
C  2.187  -2.972  0.095
C  1.661  -3.712  -0.947
C  0.556  -3.210  -1.617
C  0.027  -1.999  -1.218
N  0.545  -1.290  -0.210
C  1.610  -1.762  0.442
H  2.105  -4.658  -1.227
H  0.110  -3.752  -2.439
H  -0.834  -1.568  -1.714
H  2.004  -1.149  1.241
N  -4.291  1.247  0.921
C  -4.260  0.139  1.736
C  -2.979  -0.309  1.695
N  -2.237  0.510  0.874
C  -3.056  1.438  0.426
H  -5.089  1.827  0.728
H  -5.130  -0.216  2.259
H  -2.540  -1.149  2.204
H  -2.780  2.232  -0.250

(5)
Entry from the Open Molecules 2025 dataset: a 2-piece molecular cluster, C8H10BrN4O overall at a distorted geometry (ωB97M-V with the def2-TZVPD basis set).

The value obtained for the relative energy (zero: lowest compared OMol25 entry of this formula, charge and spin) is 74.2 kcal per mole. Its total charge is +1. The calculated total energy is -3178.76317 Ha. The frontier orbital gap is 9.277 eV.

Atoms and positions in Å:
C  0.524  1.866  1.152
C  1.614  1.529  -0.653
C  1.770  2.042  0.586
C  -2.826  -1.014  0.454
C  -0.108  0.611  -2.026
C  -0.503  -1.619  0.032
C  2.055  -1.697  0.210
C  -1.805  -1.878  0.137
N  -2.647  0.182  0.945
N  0.630  -1.753  0.189
N  -0.347  1.351  0.309
N  0.336  1.107  -0.780
O  0.638  0.180  -2.828
Br  3.138  3.014  1.438
H  0.235  2.318  2.113
H  2.345  1.474  -1.542
H  -3.981  -1.210  0.284
H  -1.254  0.755  -2.183
H  2.640  -1.890  1.092
H  2.495  -0.943  -0.477
H  2.192  -2.694  -0.370
H  -2.018  -2.927  -0.373
H  -3.449  0.599  1.467
H  -1.675  0.597  0.824

(6)
Entry from the Open Molecules 2025 dataset: C8H10ClEuN as an isolated structure at a distorted geometry (ωB97M-V with the def2-TZVPD basis set).

Its spin multiplicity is 8. Its total charge is -2. The calculated total energy is -1535.94273 Ha. The frontier orbital gap (spin up / spin down) is 3.777 / 4.698 eV.

Atoms and positions in Å:
C  -1.301  1.080  0.753
C  -1.276  0.908  -0.668
C  -0.419  1.909  -1.222
C  0.088  2.702  -0.136
C  -0.453  2.192  1.074
Eu  1.233  -0.006  0.101
C  0.678  -2.045  -1.579
C  -0.015  -2.263  -0.466
C  -0.711  -2.761  0.542
N  1.130  -0.719  2.082
H  -0.247  2.084  -2.291
H  -1.827  0.152  -1.218
H  0.687  3.616  -0.243
H  -0.326  2.617  2.070
H  -1.885  0.476  1.453
H  0.248  -1.503  -2.445
H  1.352  -0.839  3.096
H  1.745  -2.342  -1.699
H  -1.256  -3.696  0.402
H  -0.763  -2.300  1.531
Cl  3.319  0.737  -1.136

> What is the calculated total energy in the second record?

-310.61403 Ha